# C39H34CsN9S4

A molecular structure, C39H34CsN9S4 (ωB97M-V/def2-TZVPD, the Open Molecules 2025 dataset).

Calculated values
E_LUMO   -0.014 Eh
M   889.937 g mol⁻¹

The geometry in ORCA input format:
```
! wB97M-V def2-TZVPD RIJCOSX def2/J DEFGRID3
* xyz 0 1
Cs -2.9384 -0.1362 -2.6203
N -0.4323 0.3771 -2.5022
S 0.8074 0.0482 -1.8409
N 0.9944 0.3520 -0.2036
S 0.9169 -0.4663 1.0875
N -0.3504 -1.2324 1.5160
S -1.8484 -0.7960 0.8459
N -2.0475 -1.1698 -0.5375
C -2.9341 -1.6310 2.0103
C -2.8228 -3.0092 2.1069
C -3.7363 -3.7118 2.8732
C -4.7629 -3.0396 3.5251
C -4.8825 -1.6637 3.4008
C -3.9685 -0.9529 2.6365
C -1.8577 0.9286 1.4100
C -1.6571 1.1310 2.7740
C -1.5169 2.4172 3.2622
C -1.5356 3.4917 2.3827
C -1.7149 3.2832 1.0242
C -1.8914 1.9970 0.5302
C 2.2475 -1.6390 1.3904
C 3.5568 -1.1857 1.3339
C 4.5842 -2.0666 1.6232
C 4.2939 -3.3785 1.9745
C 2.9796 -3.8154 2.0415
C 1.9432 -2.9418 1.7475
C 1.3901 0.7872 2.2859
C 1.5528 0.4086 3.6097
C 1.9194 1.3657 4.5402
C 2.1249 2.6812 4.1417
C 1.9718 3.0431 2.8113
C 1.6004 2.0921 1.8733
C 1.4079 -1.6570 -1.9689
C 2.7405 -1.9530 -2.2131
C 3.1300 -3.2818 -2.3065
C 2.1899 -4.2917 -2.1663
C 0.8596 -3.9833 -1.9202
C 0.4622 -2.6602 -1.8137
C 2.2314 1.0050 -2.4213
C 2.2366 1.2927 -3.7763
C 3.2895 2.0110 -4.3205
C 4.3299 2.4365 -3.5051
C 4.3093 2.1594 -2.1455
C 3.2571 1.4398 -1.5970
H -2.0318 -3.5190 1.5698
H -3.6556 -4.7875 2.9571
H -5.4793 -3.5899 4.1205
H -5.6932 -1.1394 3.8886
H -4.0726 0.1178 2.5196
H -1.6144 0.2779 3.4395
H -1.3642 2.5701 4.3230
H -1.4038 4.4964 2.7645
H -1.7374 4.1141 0.3310
H -2.0314 1.8413 -0.5296
H 3.7607 -0.1498 1.0902
H 5.6110 -1.7287 1.5803
H 5.1021 -4.0623 2.2001
H 2.7568 -4.8361 2.3225
H 0.9035 -3.2290 1.8097
H 1.3837 -0.6220 3.9009
H 2.0492 1.0813 5.5759
H 2.4055 3.4267 4.8746
H 2.1335 4.0664 2.4992
H 1.4541 2.3447 0.8318
H 3.4628 -1.1588 -2.3434
H 4.1675 -3.5254 -2.4952
H 2.4976 -5.3261 -2.2589
H 0.1293 -4.7747 -1.8080
H -0.5679 -2.3852 -1.6108
H 1.4071 0.9437 -4.3800
H 3.2943 2.2425 -5.3773
H 5.1557 2.9940 -3.9272
H 5.1097 2.5073 -1.5051
H 3.2130 1.2311 -0.5376
N -4.7130 0.6766 -4.2422
C -5.6704 0.4015 -3.6239
N -6.6795 -0.0746 -3.0185
C -7.5066 0.3974 -2.1301
N -8.2869 0.7349 -1.3382
N -3.1607 3.1375 -4.4071
C -1.8963 3.3667 -4.0179
N -0.9101 2.8211 -4.7720
S -1.5279 4.3774 -2.7420
H -3.4153 2.3148 -4.9416
H -3.8864 3.4737 -3.7994
H -1.1208 2.0196 -5.3463
H -0.0009 2.8467 -4.3461
*
```

***

# C54H41AsOP2PtS5

A molecular structure, C54H41AsOP2PtS5 (ωB97M-V/def2-TZVPD, the Open Molecules 2025 dataset).

Calculated values
E_LUMO (alpha / beta)   -0.264 / -0.264 Eh
Expectation value of S²   6.0808
M   1198.204 g mol⁻¹

The geometry in ORCA input format:
```
! wB97M-V def2-TZVPD RIJCOSX def2/J DEFGRID3
* xyz 2 5
Pt 0.6474 -1.1243 0.4938
O -0.2781 -3.0143 3.5638
S 0.4115 -1.9086 2.8992
C 2.1769 -2.1870 3.2115
C 2.6804 -2.1053 4.5008
C 3.9811 -2.5047 4.7584
C 4.7714 -3.0021 3.7325
C 4.2694 -3.0741 2.4439
C 2.9664 -2.6662 2.1692
P 2.3407 -2.7338 0.4561
C 2.1280 -4.4882 0.1065
C 1.6136 -5.3357 1.0872
C 1.3874 -6.6696 0.7897
C 1.6577 -7.1557 -0.4818
C 2.1463 -6.3068 -1.4659
C 2.3717 -4.9704 -1.1793
C 3.7123 -2.1294 -0.5641
C 3.6491 -0.7955 -0.9733
C 4.6815 -0.2364 -1.7074
C 5.7837 -1.0098 -2.0423
C 5.8473 -2.3404 -1.6530
C 4.8163 -2.9045 -0.9189
C 0.0937 -0.4257 3.8698
C -0.0691 -0.5775 5.2372
C -0.2362 0.5430 6.0340
C -0.2918 1.7985 5.4467
C -0.2096 1.9311 4.0690
C -0.0217 0.8178 3.2512
P -0.0532 0.9017 1.4273
C 0.9023 2.3258 0.8569
C 0.9657 2.4664 -0.5318
C 1.7379 3.4615 -1.1017
C 2.4838 4.3067 -0.2906
C 2.4706 4.1339 1.0862
C 1.6933 3.1415 1.6626
C -1.8694 1.2216 1.0906
C -3.4516 2.9721 0.1118
C -4.7833 2.2867 0.2044
C -5.0125 0.9951 0.3392
C -3.9965 -0.1028 0.2769
C -2.5481 0.1594 0.6302
H 2.0665 -1.7314 5.3066
H 4.3733 -2.4328 5.7635
H 5.7811 -3.3317 3.9365
H 4.8945 -3.4464 1.6445
H 1.3916 -4.9539 2.0776
H 0.9902 -7.3320 1.5470
H 1.4814 -8.1980 -0.7112
H 2.3473 -6.6864 -2.4592
H 2.7462 -4.3019 -1.9446
H 2.7782 -0.2014 -0.7103
H 4.6291 0.7992 -2.0166
H 6.5951 -0.5758 -2.6110
H 6.7053 -2.9415 -1.9226
H 4.8670 -3.9482 -0.6346
H -0.0797 -1.5732 5.6627
H -0.3233 0.4372 7.1065
H -0.4313 2.6795 6.0586
H -0.3077 2.9139 3.6338
H 0.4182 1.7727 -1.1622
H 1.7666 3.5691 -2.1789
H 3.0944 5.0833 -0.7314
H 3.0764 4.7687 1.7190
H 1.7241 2.9990 2.7331
H -3.6519 4.0386 0.2194
H -5.6382 2.9537 0.2015
H -6.0399 0.6485 0.4020
H -4.2992 -0.9036 0.9616
H -1.9860 -0.7653 0.5520
S 0.4893 -1.6160 -2.8846
S 0.8456 -3.3317 -4.3151
S -0.1796 -4.8040 -3.6611
S -0.4474 -2.4964 -1.3863
C -6.2710 -1.3912 -2.3022
C -6.0212 -0.4657 -3.3318
C -4.8623 0.3117 -3.3378
C -3.9875 0.2702 -2.2835
C -4.1627 -0.7165 -1.1847
C -5.3866 -1.5246 -1.2824
As -2.3198 1.2549 -2.2111
C -2.7249 2.8120 -1.1806
C -2.4972 2.6114 1.2730
C -1.5683 3.7869 1.4488
C -1.3065 4.7955 0.5692
C -1.4936 4.8862 -0.8426
C -1.9735 3.8679 -1.6752
C -1.6775 3.7391 -3.1238
C -1.1580 4.7231 -3.9541
C -0.9340 4.4480 -5.2969
C -1.2138 3.1947 -5.8241
C -1.7263 2.1976 -5.0038
C -1.9841 2.4794 -3.6722
H -7.1664 -1.9971 -2.3326
H -6.7423 -0.3549 -4.1322
H -4.6878 1.0005 -4.1559
H -3.3105 -1.4360 -1.2891
H -5.5507 -2.2665 -0.5088
H -3.1153 2.5542 2.1792
H -1.1837 3.9170 2.4523
H -0.7615 5.6321 0.9936
H -1.0538 5.7588 -1.3099
H -0.9235 5.7049 -3.5628
H -0.5194 5.2172 -5.9346
H -1.0244 2.9900 -6.8691
H -1.9360 1.2132 -5.4068
*
```

***

# C26H34N4O3V

A molecular structure, C26H34N4O3V (ωB97M-V/def2-TZVPD, the Open Molecules 2025 dataset).

Calculated values
E_LUMO (alpha / beta)   -0.006 / -0.003 Eh
Expectation value of S²   0.7999
M   501.527 g mol⁻¹

The geometry in ORCA input format:
```
! wB97M-V def2-TZVPD RIJCOSX def2/J DEFGRID3
* xyz 0 2
O -0.2482 1.8083 0.1355
V 0.5860 0.4239 -0.0449
C -0.1743 -0.2851 -4.4414
C 0.3888 0.9742 -3.6720
C -0.4970 2.1973 -3.8890
O 0.6734 0.7331 -2.3091
H -0.9992 -0.8103 -3.9600
H 0.5392 -1.1032 -4.5406
H -0.5297 -0.0122 -5.4350
H 1.3671 1.2437 -4.0699
H -0.6872 2.3292 -4.9542
H 0.0152 3.1012 -3.5593
H -1.4146 2.0473 -3.3201
C -0.2626 -1.3676 4.0471
C 0.7465 -0.2829 3.5272
C 2.1454 -0.3881 4.1222
O 0.6587 -0.0298 2.1621
H -0.2163 -2.3337 3.5444
H -1.3237 -1.1230 3.9976
H 0.0142 -1.6049 5.0743
H 0.4048 0.5661 4.1193
H 2.1908 -0.2683 5.2047
H 2.8309 0.2587 3.5746
H 2.4834 -1.4142 3.9779
N 1.8840 -1.4260 -0.5056
C 2.9499 -1.6579 0.2984
C 4.0164 -2.4388 -0.0302
C 4.0642 -3.1972 -1.2404
C 2.9481 -3.0917 -2.0234
C 1.9005 -2.2124 -1.6455
H 2.9585 -1.2470 1.2972
H 4.8545 -2.3748 0.6479
H 4.8487 -3.9037 -1.4682
H 2.8694 -3.7913 -2.8425
H 1.0009 -2.0551 -2.2222
N 2.5127 1.5865 0.0983
C 3.3094 1.8438 -0.9734
C 4.2344 2.8627 -1.0337
C 4.5669 3.5369 0.0920
C 3.9003 3.2508 1.2526
C 2.9041 2.2449 1.2432
H 3.1217 1.2919 -1.8825
H 4.7966 3.0100 -1.9440
H 5.3181 4.3113 0.0447
H 4.0709 3.7559 2.1918
H 2.3091 2.1359 2.1379
N -1.2661 -0.8118 -0.2833
C -1.4067 -1.8590 0.5931
C -2.4497 -2.7628 0.5259
C -3.4090 -2.5292 -0.4747
C -3.3032 -1.4962 -1.3643
C -2.1841 -0.6697 -1.2535
H -0.6898 -2.0687 1.3732
H -2.4461 -3.5617 1.2527
H -4.2683 -3.1802 -0.5394
H -4.0105 -1.3640 -2.1696
H -2.0481 0.1533 -1.9394
N -5.9027 2.5834 0.9993
C -4.5375 2.5208 1.1122
C -3.8589 1.3397 1.2773
C -4.5929 0.1304 1.4297
C -6.0226 0.2038 1.3284
C -6.6090 1.4360 1.0486
H -3.9459 3.4220 1.0483
H -2.7866 1.3388 1.4067
H -4.0265 -0.7835 1.5315
H -6.5900 -0.7151 1.3388
H -7.6769 1.5789 0.9746
*
```

***

# C5H14N2

2 unconnected molecules or ions with the total composition C5H14N2 (ωB97M-V/def2-TZVPD, the Open Molecules 2025 dataset).

Calculated values
E_LUMO   0.031 Eh
SMILES   [H]/N=C/[C@@H](C)N.CC
M   102.181 g mol⁻¹

The geometry in ORCA input format:
```
! wB97M-V def2-TZVPD RIJCOSX def2/J DEFGRID3
* xyz 0 1
H 0.5101 1.4015 2.5126
N 0.2646 1.0591 1.5882
C -0.8183 0.3584 1.5227
C -1.1596 -0.1816 0.1921
C -2.3310 -1.1467 0.1785
N -1.2873 0.8122 -0.8705
H -1.2950 -0.0978 2.3980
H -0.1262 -0.6885 -0.0680
H -2.3977 -1.6304 -0.7938
H -3.2709 -0.6180 0.3488
H -2.2278 -1.9054 0.9529
H -2.1348 1.3549 -0.7293
H -0.5010 1.4519 -0.8301
C 2.1666 0.3284 -1.4699
C 1.9856 -0.4452 -0.1658
H 1.2485 0.3108 -2.0543
H 2.9694 -0.0922 -2.0822
H 2.4128 1.3740 -1.2698
H 1.3052 0.3220 0.6153
H 2.9215 -0.4732 0.3972
H 1.7653 -1.4941 -0.3728
*
```

***

The calculation returns the following energy relative to the best compared isomer or geometry (same formula, charge and spin) values, one per record and in order: 57.23 100.18 66.37 53.67 kcal/mol.